Entry 1:
Here is 4 unconnected molecules or ions with the total composition C3H13NO3 from OMol25. Energies are from wB97M-V/def2-TZVPD.

Geometry as XYZ:
```
20
C3H13NO3 (wB97M-V/def2-TZVPD)
C 1.67834 -1.99046 2.01844
C 1.18702 -1.26361 0.79581
C 1.45606 0.05738 0.70664
N 0.88153 0.93067 -0.23714
H 0.85018 -2.42146 2.60491
H 2.45203 -2.73819 1.86118
H 2.07248 -1.31482 2.79198
H 1.11159 -1.94999 -0.04908
H 2.33434 0.44723 1.21538
H 0.03837 1.39164 0.05923
H 0.71720 0.73791 -1.21334
H -0.84080 2.10212 -2.85894
H -0.74726 3.41323 -2.05014
O -0.25025 2.64096 -2.32724
H -1.88340 -0.36925 1.93407
H -0.88233 -0.85185 0.91936
O -1.84264 -0.84989 1.09815
H -1.52285 -0.52795 -1.92151
H -2.18964 -0.25648 -0.57785
O -2.13781 0.08236 -1.49997
```

The LUMO energy comes out at 0.029 Eh. The value obtained for the gap between HOMO and LUMO is 9.629 eV. Its energy above the lowest of the compared OMol25 structures with the same formula, charge and spin is 45.7 kcal per mole. Its spin multiplicity is 1. The calculation puts the calculated total energy at -10952.7908 eV. The value obtained for the strongest force on any atom is 2.51 eV/A. Its molecular weight is 111.141 g/mol. Its SMILES is C/C=C/N.O.O.O.

Entry 2:
Here is 4 unconnected molecules or ions with the total composition C3H13NO3 from OMol25. Energies are from wB97M-V/def2-TZVPD.

Geometry as XYZ:
```
20
C3H13NO3 (wB97M-V/def2-TZVPD)
C -2.26536 1.00448 0.94377
C -1.32054 1.04795 -0.27260
C -1.23693 -0.31020 -2.22778
N -1.54077 -0.21059 -0.99629
H -2.34385 -0.01161 1.27402
H -2.00025 1.60972 1.81914
H -3.20578 1.48414 0.64718
H -0.29274 0.83587 0.15041
H -1.18619 2.10861 -0.57196
H -0.55852 0.39625 -2.72777
H -1.92601 -0.77917 -2.91342
H 2.81507 1.52226 -2.33071
H 2.22680 1.11092 -1.05465
O 1.96623 1.22028 -1.97864
H 0.19548 -2.17141 2.68664
H 0.07079 -0.60441 2.58984
O 0.14924 -1.42458 2.07924
H 3.22760 -1.95202 0.31935
H 3.35116 -2.47341 1.68625
O 3.87459 -2.40308 0.87798
```

The LUMO energy comes out at 0.014 Eh. The value obtained for the gap between HOMO and LUMO is 9.211 eV. Its energy above the lowest of the compared OMol25 structures with the same formula, charge and spin is 62.9 kcal per mole. Its spin multiplicity is 1. The calculation puts the calculated total energy at -10952.0419 eV. The value obtained for the strongest force on any atom is 4.93 eV/A. Its molecular weight is 111.141 g/mol. Its SMILES is C=NCC.O.O.O.

Entry 3:
Here is 4 unconnected molecules or ions with the total composition C3H13NO4 from OMol25. Energies are from wB97M-V/def2-TZVPD.

Geometry as XYZ:
```
21
C3H13NO4 (wB97M-V/def2-TZVPD)
C -1.65231 -1.09026 -0.35459
C -0.17902 -0.92266 -0.38640
N 0.38402 -0.01759 -1.19408
C -0.22709 0.91790 -2.13343
O 0.53266 -1.72561 0.27233
H -1.84081 -2.09800 0.02997
H -2.02395 -0.99632 -1.39566
H -2.09992 -0.31017 0.32709
H 1.36904 0.13816 -1.02723
H -0.94186 0.28623 -2.69379
H -0.84185 1.68302 -1.64043
H 0.47170 1.35632 -2.84778
H 2.29805 -1.29340 0.19268
H 3.73142 -0.84007 -0.35179
O 2.95985 -0.55012 0.14092
H 1.64129 0.95189 2.44063
H 0.57397 -0.18906 2.48362
O 0.71872 0.76245 2.61621
H -0.90267 1.04529 2.18111
H -2.28255 1.81660 1.74250
O -1.68868 1.07539 1.59813
```

The LUMO energy comes out at 0.027 Eh. The value obtained for the gap between HOMO and LUMO is 10.300 eV. Its energy above the lowest of the compared OMol25 structures with the same formula, charge and spin is 15.5 kcal per mole. Its spin multiplicity is 1. The calculation puts the calculated total energy at -13002.4939 eV. The value obtained for the strongest force on any atom is 2.16 eV/A. Its molecular weight is 127.140 g/mol. Its SMILES is CNC(C)=O.O.O.O.

Entry 4:
Here is 3 unconnected molecules or ions with the total composition C3H13NO4 from OMol25. Energies are from wB97M-V/def2-TZVPD.

Geometry as XYZ:
```
21
C3H13NO4 (wB97M-V/def2-TZVPD)
C 1.22564 1.04316 -0.10517
O 0.82313 -0.13909 -0.69963
C 0.83201 2.33410 -1.05700
C -0.40231 3.11011 -0.48472
O -1.30412 2.21315 0.11089
N 1.97629 3.12512 -1.21106
H 0.48766 1.14033 0.70233
H 2.24543 1.02749 0.24407
H 1.20969 -0.37114 -1.55384
H 0.62689 1.84309 -2.01264
H -0.85808 3.65580 -1.31102
H -0.08458 3.76580 0.32346
H -1.62891 1.57588 -0.53699
H 2.21890 3.73576 -0.43551
H 2.76089 2.70468 -1.69972
H -0.17891 -4.12370 0.21309
H 1.09611 -5.11496 0.37586
O 0.15127 -5.02273 0.26229
H -3.75165 -5.15817 2.41260
H -2.31890 -5.00407 2.06276
O -2.95234 -4.72808 2.73822
```

The LUMO energy (alpha / beta) comes out at -0.129 / -0.310 Eh. The value obtained for the gap between HOMO and LUMO (alpha / beta) is 9.503 / 4.587 eV. As for the charge: +1. Its energy above the lowest of the compared OMol25 structures with the same formula, charge and spin is 16.6 kcal per mole. Its spin multiplicity is 2. The calculation puts the calculated total energy at -12992.0131 eV. The value obtained for the strongest force on any atom is 1.90 eV/A. Its molecular weight is 127.140 g/mol.

Entry 5:
Here is 4 unconnected molecules or ions with the total composition C3H13O3S from OMol25. Energies are from wB97M-V/def2-TZVPD.

Geometry as XYZ:
```
20
C3H13O3S (wB97M-V/def2-TZVPD)
C -0.52498 -1.56883 -0.77431
C -1.04315 -1.44035 0.65207
C -0.45193 -0.27798 1.47576
S 1.29607 -0.67157 1.75339
H -0.58285 -0.70104 -1.46308
H -0.76451 -2.42982 -1.35064
H 0.60899 -1.69304 -0.50295
H -2.11535 -1.38876 0.67274
H -0.72015 -2.34039 1.11076
H -0.74912 -0.17567 2.48240
H -0.52368 0.68068 0.97172
H -1.54351 1.10233 -2.03264
H -3.07944 0.91699 -1.68369
O -2.41917 0.84495 -2.35513
H 1.81378 0.67198 0.35237
H 2.92981 0.83027 -0.76870
O 2.13479 1.26189 -0.40861
H 0.53166 2.07254 -1.81348
H 0.15185 1.24346 -0.50325
O -0.28741 1.85297 -1.19215
```

The LUMO energy comes out at 0.136 Eh. The value obtained for the gap between HOMO and LUMO is 6.777 eV. As for the charge: -1. Its energy above the lowest of the compared OMol25 structures with the same formula, charge and spin is 31.9 kcal per mole. Its spin multiplicity is 1. The calculation puts the calculated total energy at -20300.3276 eV. The value obtained for the strongest force on any atom is 3.84 eV/A. Its molecular weight is 129.201 g/mol.

Entry 6:
Here is a molecular structure, C3H14B2ORb from OMol25. Energies are from wB97M-V/def2-TZVPD.

Geometry as XYZ:
```
21
C3H14B2ORb (wB97M-V/def2-TZVPD)
Rb 11.05892 7.66808 17.85969
B 12.85700 6.74827 18.28805
H 12.48847 7.56141 18.89405
H 12.02737 6.06511 18.19188
H 13.20448 7.14234 17.34560
H 13.62385 6.15824 18.76559
B 10.93253 6.53694 19.67368
H 10.99819 5.75331 20.41250
H 11.74304 7.23227 19.82808
H 11.12959 5.98922 18.76516
H 9.94799 6.97730 19.70539
C 9.41085 5.65331 15.38883
C 8.66636 6.27869 16.61607
O 8.12996 5.59356 17.44320
C 8.70829 7.74973 16.90025
H 9.22169 6.24905 14.49585
H 9.15763 4.59904 15.27702
H 10.48679 5.73763 15.54160
H 8.02149 8.28623 16.24560
H 9.66915 8.22097 16.69342
H 8.44914 7.93258 17.94309
```

The LUMO energy comes out at 0.079 Eh. The value obtained for the gap between HOMO and LUMO is 4.467 eV. As for the charge: -1. Its energy above the lowest of the compared OMol25 structures with the same formula, charge and spin is 329.9 kcal per mole. Its spin multiplicity is 1. The calculation puts the calculated total energy at -7378.9991 eV. The value obtained for the strongest force on any atom is 13.19 eV/A. Its molecular weight is 173.236 g/mol.

Entry 7:
Here is a molecular structure, C3H14CdNOS from OMol25. Energies are from wB97M-V/def2-TZVPD.

Geometry as XYZ:
```
21
C3H14CdNOS (wB97M-V/def2-TZVPD)
C -0.36153 2.41330 1.60879
Cd -1.45400 1.85464 -0.30764
N -1.95039 1.12139 -2.37394
H 1.93709 2.02639 3.91352
H 1.36030 2.49162 3.78006
H 0.26176 1.58717 1.96882
H -1.14527 2.66876 2.33725
H 0.24655 3.29558 1.36316
H -1.57245 0.16880 -2.41229
H -1.52416 1.68191 -3.12139
H -2.95503 1.08447 -2.54849
C -0.17059 -3.02910 -0.05690
S 0.36767 -1.33891 0.24385
C 1.87862 -1.36691 -0.73797
O -0.61143 -0.49151 -0.58597
H 0.57863 -3.71629 0.34397
H -0.30877 -3.17884 -1.13318
H -1.11270 -3.17194 0.48039
H 1.69257 -1.87973 -1.69088
H 2.19383 -0.33142 -0.90925
H 2.64931 -1.88939 -0.16193
```

The LUMO energy (alpha / beta) comes out at 0.097 / 0.096 Eh. The value obtained for the gap between HOMO and LUMO (alpha / beta) is 2.187 / 2.215 eV. As for the charge: -1. Its energy above the lowest of the compared OMol25 structures with the same formula, charge and spin is 13.6 kcal per mole. Its spin multiplicity is 1. The calculation puts the calculated total energy at -22270.4567 eV. The value obtained for the strongest force on any atom is 2.11 eV/A. Its molecular weight is 224.630 g/mol.

Entry 8:
Here is 3 unconnected molecules or ions with the total composition C3H14N2O2 from OMol25. Energies are from wB97M-V/def2-TZVPD.

Geometry as XYZ:
```
21
C3H14N2O2 (wB97M-V/def2-TZVPD)
N -1.00303 -0.68324 -1.82627
C -1.15413 -1.46629 -0.52578
C -1.16462 -0.52505 0.69279
C -1.00681 -1.09193 2.09151
N -1.28759 -0.17470 3.13799
H -1.72770 -0.69492 -2.44147
H -0.66416 0.27030 -1.63864
H -0.26328 -2.19356 -0.45462
H -2.11508 -2.04494 -0.39365
H -0.24882 0.14886 0.64878
H -2.02175 0.23657 0.69041
H -0.02773 -1.76633 2.37542
H -1.93222 -1.77862 1.97300
H -2.04512 -0.35239 3.82839
H -0.80929 0.66192 3.41558
H 6.15666 -0.53521 -1.10360
H 6.06024 0.68796 -0.27087
O 6.59413 -0.13651 -0.31241
H -0.77733 3.65114 -3.96103
H -0.32140 3.56674 -2.59558
O -0.24097 4.22019 -3.32993
```

The LUMO energy (alpha / beta) comes out at 0.120 / 0.124 Eh. The value obtained for the gap between HOMO and LUMO (alpha / beta) is 2.336 / 9.015 eV. As for the charge: -1. Its energy above the lowest of the compared OMol25 structures with the same formula, charge and spin is 45.4 kcal per mole. Its spin multiplicity is 2. The calculation puts the calculated total energy at -10410.4011 eV. The value obtained for the strongest force on any atom is 4.66 eV/A. Its molecular weight is 110.157 g/mol.

Entry 9:
Here is 3 unconnected molecules or ions with the total composition C3H14N2O2 from OMol25. Energies are from wB97M-V/def2-TZVPD.

Geometry as XYZ:
```
21
C3H14N2O2 (wB97M-V/def2-TZVPD)
C -0.92348 1.60226 -0.98560
C -1.14777 0.47983 0.02791
C 0.14628 -0.03739 0.70320
N 0.24645 -1.48808 0.64462
N -0.91826 2.90884 -0.33670
H -0.09502 1.36426 -1.65875
H -1.75909 1.55340 -1.69472
H -1.94683 0.63476 0.74554
H -1.47662 -0.35588 -0.59603
H 0.14242 0.27328 1.75407
H 1.06870 0.39442 0.30746
H 0.95891 -1.97144 0.12875
H 0.02347 -1.98670 1.47904
H -0.82217 3.65491 -1.01500
H -0.10673 3.02509 0.26559
H 1.63971 1.40777 -2.51767
H 2.87216 0.80385 -1.89265
O 2.26047 0.68045 -2.62057
H -0.08833 -5.09912 2.28953
H -0.39091 -3.60692 2.55824
O 0.31661 -4.23760 2.41375
```

The LUMO energy comes out at 0.026 Eh. The value obtained for the gap between HOMO and LUMO is 9.467 eV. Its energy above the lowest of the compared OMol25 structures with the same formula, charge and spin is 30.0 kcal per mole. Its spin multiplicity is 1. The calculation puts the calculated total energy at -10412.4891 eV. The value obtained for the strongest force on any atom is 1.90 eV/A. Its molecular weight is 110.157 g/mol. Its SMILES is NCCCN.O.O.

Entry 10:
Here is 3 unconnected molecules or ions with the total composition C3H14N2O2S from OMol25. Energies are from wB97M-V/def2-TZVPD.

Geometry as XYZ:
```
22
C3H14N2O2S (wB97M-V/def2-TZVPD)
C 1.26839 -1.49212 0.14684
C 0.50723 -1.27630 1.43424
S 1.61495 -1.46392 2.97113
N 0.44254 -1.67663 -1.06400
C 0.15821 -0.46424 -1.80520
N -1.00834 0.31201 -1.44922
H 1.97308 -0.62311 -0.01371
H 1.91331 -2.35961 0.21821
H -0.27249 -1.93568 1.83149
H 0.25063 -0.23091 1.58610
H 2.45313 -2.36760 2.40290
H -0.30850 -2.30152 -0.82206
H 1.04494 0.18820 -1.80638
H 0.00851 -0.72773 -2.88052
H -1.89829 -0.17933 -1.32515
H -0.96313 0.76125 -0.53829
H -2.54871 3.92676 -0.23892
H -3.65275 3.00579 -0.35428
O -2.68883 2.97167 -0.30894
H -1.00711 2.57835 -3.13573
H -1.31029 2.88477 -1.68883
O -0.94666 3.28551 -2.49146
```

The LUMO energy comes out at 0.020 Eh. The value obtained for the gap between HOMO and LUMO is 9.370 eV. Its energy above the lowest of the compared OMol25 structures with the same formula, charge and spin is 17.6 kcal per mole. Its spin multiplicity is 1. The calculation puts the calculated total energy at -21247.6129 eV. The value obtained for the strongest force on any atom is 2.75 eV/A. Its molecular weight is 142.224 g/mol. Its SMILES is NCNCCS.O.O.

Entry 11:
Here is 3 unconnected molecules or ions with the total composition C3H14N2O3 from OMol25. Energies are from wB97M-V/def2-TZVPD.

Geometry as XYZ:
```
22
C3H14N2O3 (wB97M-V/def2-TZVPD)
C -1.88334 0.76496 0.22463
N -0.55940 1.35494 0.07260
C 0.11314 1.21140 -1.21233
O 1.01062 2.26532 -1.37256
C -1.94523 -0.73643 0.60436
N -1.03626 -1.19887 1.59930
H -2.57827 0.87405 -0.61020
H -2.31824 1.39280 1.00871
H 0.05452 1.25974 0.86674
H 0.66702 0.26761 -1.31459
H -0.67334 1.09004 -1.96796
H 0.47102 3.06469 -1.41496
H -3.00763 -0.68882 0.95363
H -2.07137 -1.47366 -0.20991
H -1.13583 -0.78327 2.51585
H -0.85410 -2.17940 1.73620
H 0.14375 -1.64754 -1.68157
H 0.92800 -2.35747 -0.56881
O 1.00991 -1.97993 -1.45996
H 1.94194 -1.31822 1.13748
H 3.08482 -0.29232 0.89381
O 2.77315 -1.00285 1.45737
```

The LUMO energy comes out at 0.019 Eh. The value obtained for the gap between HOMO and LUMO is 9.286 eV. Its energy above the lowest of the compared OMol25 structures with the same formula, charge and spin is 36.1 kcal per mole. Its spin multiplicity is 1. The calculation puts the calculated total energy at -12459.5917 eV. The value obtained for the strongest force on any atom is 2.86 eV/A. Its molecular weight is 126.156 g/mol. Its SMILES is NCCNCO.O.O.

Entry 12:
Here is 4 unconnected molecules or ions with the total composition C3H14N2O3 from OMol25. Energies are from wB97M-V/def2-TZVPD.

Geometry as XYZ:
```
22
C3H14N2O3 (wB97M-V/def2-TZVPD)
C -2.50113 1.04554 -0.54177
C -1.25096 0.61405 -1.55612
N -0.34289 -0.34467 -1.00078
C -0.95106 -1.37945 -0.34683
N -0.13566 -2.09545 0.39974
H -2.88759 0.00750 -0.09501
H -3.33811 1.40131 -1.07198
H -2.23749 1.84216 0.11330
H -1.68690 0.20175 -2.44102
H -0.79112 1.47853 -1.77469
H 0.34628 0.27983 -0.49284
H -1.88904 -1.69379 -0.74701
H -0.64177 -3.04309 0.46774
H 1.57334 3.21361 0.17952
H 1.16231 2.99384 1.51215
O 0.82227 2.85233 0.52689
H 3.22146 -0.61438 1.38743
H 2.52668 0.47971 0.48959
O 2.78175 0.22838 1.38519
H 2.02739 -2.38150 1.98157
H 1.73758 -2.57505 0.49063
O 2.45466 -2.51113 1.13431
```

The LUMO energy comes out at 0.023 Eh. The value obtained for the gap between HOMO and LUMO is 9.782 eV. Its energy above the lowest of the compared OMol25 structures with the same formula, charge and spin is 52.2 kcal per mole. Its spin multiplicity is 1. The calculation puts the calculated total energy at -12458.8927 eV. The value obtained for the strongest force on any atom is 5.24 eV/A. Its molecular weight is 126.156 g/mol. Its SMILES is [H]/N=C/NCC.O.O.O.